[1]
Formula: C5H10N2
Source: the Open Molecules 2025 dataset
Level of theory: ωB97M-V/def2-TZVPD

```
! RIJCOSX wB97M-V def2-TZVPD def2/J DEFGRID3
* xyz 0 1
C -0.84 -0.78 -1.29
C -0.58 0.57 -0.70
C 0.53 1.41 -1.28
C -1.30 1.04 0.28
N -2.06 1.57 1.06
H -0.59 -0.78 -2.35
H -0.23 -1.54 -0.79
H -1.88 -1.06 -1.18
H 1.38 0.79 -1.55
H 0.85 2.17 -0.56
H 0.19 1.93 -2.17
H -1.90 1.48 2.06
C 0.72 -1.12 1.63
N 0.56 0.13 1.62
H 1.56 -1.67 1.20
H -0.06 -1.72 2.08
H 1.33 0.65 1.21
*
```

Results
Calculated total energy: -305.9327 Ha
HOMO-LUMO gap: 0.322 Eh
Structure (SMILES): CC(C)=C=N.C=N
Energy relative to the best compared isomer or geometry (same formula, charge and spin): 239.4 kJ/mol

[2]
Formula: C5H10N2
Source: the Open Molecules 2025 dataset
Level of theory: ωB97M-V/def2-TZVPD

```
! RIJCOSX wB97M-V def2-TZVPD def2/J DEFGRID3
* xyz 0 1
C 1.15 -1.10 -0.54
C 0.10 -0.52 -1.08
N -0.31 0.63 -1.78
C -1.31 -0.35 -1.23
C -2.16 -0.10 -0.02
H 2.09 -0.83 -0.97
H 1.08 -1.86 0.22
H -0.21 1.46 -1.18
H -1.77 -0.89 -2.06
H -2.85 0.73 -0.16
H -1.54 0.08 0.86
H -2.75 -1.01 0.18
C 2.05 0.68 1.04
N 1.13 0.59 1.91
H 2.95 0.08 1.15
H 2.05 1.35 0.17
H 0.35 1.20 1.66
*
```

Results
Calculated total energy: -305.8968 Ha
HOMO-LUMO gap: 0.351 Eh
Structure (SMILES): C=C1N[C@@H]1C.C=N
Energy relative to the best compared isomer or geometry (same formula, charge and spin): 333.5 kJ/mol

[3]
Formula: C5H10N2
Source: the Open Molecules 2025 dataset
Level of theory: ωB97M-V/def2-TZVPD

```
! RIJCOSX wB97M-V def2-TZVPD def2/J DEFGRID3
* xyz 0 1
C 0.67 1.36 -0.01
C -1.75 0.61 0.01
C -0.50 1.06 0.84
C 0.23 -0.05 0.19
C 1.95 -1.49 1.01
N -0.92 -0.49 -0.49
N -0.81 -0.89 -1.85
H 0.55 2.20 -0.72
H 1.50 1.60 0.63
H -2.82 0.33 0.47
H -1.90 1.36 -0.84
H -0.51 1.52 1.79
H 1.26 -2.15 1.56
H 2.24 -0.55 1.34
H 2.31 -1.91 0.12
H -0.55 -0.21 -2.45
H -1.72 -1.25 -2.15
*
```

Results
Calculated total energy: -305.7588 Ha
HOMO-LUMO gap: 0.305 Eh
Energy relative to the best compared isomer or geometry (same formula, charge and spin): 695.9 kJ/mol

[4]
Formula: C5H10N2
Source: the Open Molecules 2025 dataset
Level of theory: ωB97M-V/def2-TZVPD

```
! RIJCOSX wB97M-V def2-TZVPD def2/J DEFGRID3
* xyz 0 1
C -1.08 0.01 -0.15
C -1.93 -0.32 1.63
C 1.00 0.16 -1.50
C 0.17 0.25 0.38
N 1.81 -0.93 -1.62
C 1.02 0.52 1.34
N 0.89 1.00 -2.44
H 1.91 -1.57 -0.85
H 2.39 -1.00 -2.45
H 0.23 1.75 -2.26
H -1.62 0.87 -0.52
H -1.25 -0.93 -0.67
H 2.06 0.66 1.11
H 0.69 0.70 2.35
H -2.94 -0.55 1.30
H -1.46 -1.18 2.11
H -1.90 0.58 2.24
*
```

Results
Calculated total energy: -305.8572 Ha
HOMO-LUMO gap: 0.316 Eh
Energy relative to the best compared isomer or geometry (same formula, charge and spin): 437.5 kJ/mol

> What is the formula in the third record?

C5H10N2